Entry from the Open Molecules 2025 dataset: a structure of composition C13H23FFeNP at a distorted geometry (ωB97M-V/def2-TZVPD).

Its expectation value of S² is 6.09. Its spin multiplicity is 5. As for the charge: 0. The value obtained for the energy above the lowest of the compared OMol25 structures with the same formula, charge and spin is 0.0 kcal/mol. For the lowest unoccupied orbital energy (spin up / spin down), the calculation gives -0.4 / 0.0 eV. For the molar mass, the calculation gives 299.2 g/mol. The largest force on an atom comes out at 2.757 eV/Å.

The geometry in XYZ format:
```
40
C13H23FFeNP | the Open Molecules 2025 dataset | ωB97M-V/def2-TZVPD
C 3.45 -1.13 -0.78
C 3.08 0.16 -1.17
C 1.97 0.79 -0.59
C 1.24 0.12 0.39
C 1.64 -1.13 0.83
C 2.75 -1.77 0.25
C 1.59 2.19 -1.02
C 0.19 2.38 -1.62
N -0.88 1.52 -1.07
Fe -0.60 1.10 1.07
C 0.74 -1.81 1.85
P -0.99 -1.30 1.44
H 3.61 0.67 -1.97
H 2.98 -2.79 0.58
H 4.27 -1.63 -1.24
H 0.91 -1.42 2.87
H 0.85 -2.89 1.84
H 1.66 2.90 -0.18
H 2.28 2.50 -1.79
H -0.12 3.41 -1.45
C -2.05 -1.85 2.81
C -1.36 -2.54 0.12
H 0.24 2.17 -2.71
C -0.99 0.25 -1.83
C -2.18 2.24 -1.18
H -0.43 0.75 2.61
H -1.25 0.48 -2.87
H -0.04 -0.29 -1.81
H -1.78 -0.38 -1.40
H -2.50 2.31 -2.24
H -2.94 1.71 -0.62
H -2.06 3.23 -0.74
H -1.29 -3.56 0.51
H -2.38 -2.39 -0.26
H -0.68 -2.46 -0.73
H -2.00 -2.94 2.93
H -1.70 -1.33 3.72
H -3.08 -1.53 2.56
H -2.00 1.24 1.73
F -0.15 3.02 1.15
```

natural (NBO) atomic charge list, values in e, 2 entries: -0.21 -0.24

Entry from the Open Molecules 2025 dataset: a structure of composition C13H23GeN4O3SZn (ωB97M-V/def2-TZVPD).

Its spin multiplicity is 1. As for the charge: -1. The value obtained for the energy above the lowest of the compared OMol25 structures with the same formula, charge and spin is 3.5 kcal/mol. For the lowest unoccupied orbital energy, the calculation gives 2.4 eV. For the molar mass, the calculation gives 453.4 g/mol. The largest force on an atom comes out at 0.980 eV/Å.

The geometry in XYZ format:
```
46
C13H23GeN4O3SZn | the Open Molecules 2025 dataset | ωB97M-V/def2-TZVPD
Zn -0.14 -0.17 0.16
N -0.07 0.22 2.50
C 1.24 0.06 3.15
C 2.32 0.81 2.38
C 2.71 0.10 1.07
O 3.86 -0.30 0.95
O 1.78 -0.02 0.19
H -0.35 1.20 2.54
H -0.78 -0.31 2.99
H 1.48 -1.01 3.17
H 1.22 0.41 4.19
H 3.22 0.88 3.00
H 1.97 1.82 2.15
C -1.52 0.13 -4.28
S -0.68 1.08 -2.97
C 0.65 1.71 -4.04
O -0.05 0.06 -2.10
H -1.90 0.82 -5.04
H -2.35 -0.40 -3.81
H -0.81 -0.58 -4.71
H 0.21 2.37 -4.80
H 1.17 0.87 -4.49
H 1.33 2.28 -3.40
C 1.10 -3.49 1.61
Ge -0.09 -3.38 0.04
C 1.08 -3.33 -1.54
C -1.14 -5.08 0.03
C -1.26 -1.83 0.09
H 1.54 -4.48 1.69
H 0.56 -3.28 2.54
H 1.91 -2.76 1.50
H 1.79 -4.17 -1.54
H 1.65 -2.40 -1.51
H 0.52 -3.36 -2.48
H -0.48 -5.95 0.06
H -1.78 -5.16 -0.85
H -1.78 -5.12 0.92
H -1.96 -1.93 0.93
H -1.86 -1.84 -0.83
N -1.02 1.73 0.13
C -1.93 2.43 -0.03
C -3.01 3.26 -0.23
C -3.33 3.74 -1.52
N -3.58 4.14 -2.58
C -3.83 3.61 0.87
N -4.48 3.90 1.78
```

natural (NBO) atomic charge list, values in e, 2 entries: 1.64 -0.88

Entry from the Open Molecules 2025 dataset: an isolated molecule of C13H23N3O3S at a distorted geometry (ωB97M-V/def2-TZVPD).

Its spin multiplicity is 1. As for the charge: 0. As for the SMILES: CCCCSc1nnc([C@H](C)NC(=O)OC(C)(C)C)o1. The value obtained for the energy above the lowest of the compared OMol25 structures with the same formula, charge and spin is 2.0 kcal/mol. For the lowest unoccupied orbital energy, the calculation gives 0.7 eV. For the molar mass, the calculation gives 301.4 g/mol. The largest force on an atom comes out at 1.663 eV/Å.

The geometry in XYZ format:
```
43
C13H23N3O3S | the Open Molecules 2025 dataset | ωB97M-V/def2-TZVPD
C -1.02 -2.70 4.46
C -1.43 -2.64 2.99
C -2.56 -3.62 2.69
C -2.90 -3.69 1.21
H -2.03 -3.91 0.60
H -3.69 -4.42 1.03
S -3.57 -2.11 0.57
C -2.13 -1.46 -0.13
N -0.97 -2.02 -0.23
N -0.18 -1.13 -0.87
C -0.89 -0.09 -1.12
O -2.16 -0.23 -0.67
C -0.46 1.15 -1.85
N 0.98 1.24 -1.85
C 1.62 2.10 -1.01
O 1.07 2.97 -0.39
O 2.93 1.83 -1.03
C 3.86 2.64 -0.27
C 3.55 2.54 1.22
H 2.58 2.98 1.43
H 3.54 1.50 1.53
H 4.31 3.08 1.79
C 5.23 2.02 -0.57
H 5.43 2.07 -1.64
H 5.24 0.98 -0.27
H 6.01 2.56 -0.04
C 3.82 4.09 -0.75
H 2.84 4.53 -0.54
H 4.58 4.67 -0.23
H 4.00 4.14 -1.82
H 1.49 0.44 -2.18
C -1.02 1.13 -3.27
H -0.71 2.04 -3.79
H -2.11 1.09 -3.25
H -0.64 0.27 -3.81
H -0.84 2.02 -1.30
H -3.45 -3.35 3.26
H -2.26 -4.62 3.00
H -1.76 -1.62 2.76
H -0.58 -2.86 2.36
H -1.86 -2.47 5.11
H -0.66 -3.70 4.71
H -0.23 -1.99 4.66
```

natural (NBO) atomic charge list, values in e, 2 entries: -0.60 -0.40

Entry from the Open Molecules 2025 dataset: an isolated molecule of C13H23N3O3S at a distorted geometry (ωB97M-V/def2-TZVPD).

Its spin multiplicity is 1. As for the charge: 0. As for the SMILES: CCCCSc1nnc([C@H](C)NC(=O)OC(C)(C)C)o1. The value obtained for the energy above the lowest of the compared OMol25 structures with the same formula, charge and spin is 3.7 kcal/mol. For the lowest unoccupied orbital energy, the calculation gives 0.7 eV. For the molar mass, the calculation gives 301.4 g/mol. The largest force on an atom comes out at 1.672 eV/Å.

The geometry in XYZ format:
```
43
C13H23N3O3S | the Open Molecules 2025 dataset | ωB97M-V/def2-TZVPD
C -5.20 -1.24 1.20
C -4.72 -1.76 2.55
C -3.23 -2.10 2.59
C -2.84 -3.32 1.76
H -1.87 -3.70 2.08
H -3.59 -4.11 1.83
S -2.67 -2.99 -0.03
C -1.19 -2.13 -0.01
N -0.44 -1.86 1.02
N 0.62 -1.18 0.54
C 0.47 -1.07 -0.74
O -0.67 -1.66 -1.16
C 1.40 -0.41 -1.70
N 2.27 0.51 -1.01
C 2.01 1.85 -1.01
O 1.22 2.37 -1.76
O 2.78 2.45 -0.10
C 2.75 3.89 0.06
C 1.35 4.34 0.49
H 1.05 3.81 1.38
H 1.36 5.41 0.70
H 0.64 4.14 -0.31
C 3.76 4.16 1.17
H 4.75 3.80 0.87
H 3.47 3.64 2.08
H 3.82 5.23 1.37
C 3.18 4.58 -1.24
H 2.46 4.37 -2.03
H 3.23 5.65 -1.08
H 4.15 4.21 -1.55
H 2.79 0.14 -0.23
C 2.21 -1.48 -2.45
H 2.88 -0.99 -3.15
H 1.55 -2.14 -2.99
H 2.80 -2.06 -1.74
H 0.82 0.18 -2.41
H -2.95 -2.32 3.62
H -2.64 -1.25 2.27
H -4.90 -0.99 3.30
H -5.30 -2.64 2.83
H -5.16 -2.02 0.44
H -6.23 -0.90 1.27
H -4.59 -0.41 0.87
```

natural (NBO) atomic charge list, values in e, 2 entries: -0.61 -0.39

Entry from the Open Molecules 2025 dataset: an isolated molecule of C13H23N3O5 at a distorted geometry (ωB97M-V/def2-TZVPD).

Its spin multiplicity is 1. As for the charge: 0. As for the SMILES: CC[C@@H](C)[C@@H](NC(=O)[C@@H](CC(=O)O)NC(C)=O)C(=O)NC. The value obtained for the energy above the lowest of the compared OMol25 structures with the same formula, charge and spin is 92.1 kcal/mol. For the lowest unoccupied orbital energy, the calculation gives 0.5 eV. For the molar mass, the calculation gives 301.3 g/mol. The largest force on an atom comes out at 5.998 eV/Å.

The geometry in XYZ format:
```
44
C13H23N3O5 | the Open Molecules 2025 dataset | ωB97M-V/def2-TZVPD
O 1.54 2.25 2.82
O -4.00 1.22 3.44
O 0.81 -0.52 1.24
O -1.24 -1.76 -1.18
O -3.37 3.03 2.31
C 0.94 1.49 3.55
C -3.24 1.71 2.58
C 0.11 0.40 0.83
C -0.07 -1.68 -1.37
N 0.62 -2.65 -0.78
N -0.21 1.05 3.14
N 0.09 0.63 -0.48
C 1.47 1.19 4.93
C 0.22 -4.06 -0.58
C 2.84 -0.66 -3.38
C -2.29 0.96 1.62
C -1.01 0.59 -3.42
C 1.31 -0.42 -3.84
C -0.78 1.24 1.78
C 0.55 -0.24 -1.54
C 0.43 0.53 -2.86
H -3.91 3.22 3.03
H 1.52 -2.46 -0.46
H -0.78 0.80 3.85
H -0.56 1.38 -0.76
H 0.88 1.81 5.71
H 1.25 0.21 5.18
H 2.57 1.44 4.98
H -0.85 -4.13 -0.14
H 0.90 -4.58 0.11
H 0.14 -4.73 -1.51
H 3.24 -1.16 -4.25
H 3.34 0.25 -3.12
H 2.95 -1.35 -2.51
H -2.81 1.27 0.65
H -2.44 -0.09 1.95
H -1.18 1.39 -4.17
H -1.29 -0.39 -3.85
H -1.55 0.75 -2.44
H 0.89 -1.39 -3.76
H 1.27 -0.08 -4.79
H -0.72 2.35 1.47
H 1.65 -0.26 -1.23
H 0.74 1.49 -2.74
```

natural (NBO) atomic charge list, values in e, 2 entries: -0.64 -0.60

Entry from the Open Molecules 2025 dataset: a structure of composition C13H23N3OS at a distorted geometry (ωB97M-V/def2-TZVPD).

Its spin multiplicity is 1. As for the charge: 0. The value obtained for the energy above the lowest of the compared OMol25 structures with the same formula, charge and spin is 331.3 kcal/mol. For the lowest unoccupied orbital energy, the calculation gives 0.1 eV. For the molar mass, the calculation gives 269.4 g/mol. The largest force on an atom comes out at 16.780 eV/Å.

The geometry in XYZ format:
```
41
C13H23N3OS | the Open Molecules 2025 dataset | ωB97M-V/def2-TZVPD
C -6.79 -0.36 0.77
H -6.53 -1.28 1.26
C -6.10 -0.42 -0.74
C -4.72 -0.92 -0.74
C -3.85 0.05 -0.34
C -2.45 -0.23 -0.25
C -1.58 0.83 0.40
C -0.04 0.60 -0.01
H 0.12 -0.31 0.58
C 0.94 1.66 0.63
C 2.26 1.52 0.53
N 3.02 1.72 -0.58
C 4.31 0.82 -0.26
N 4.26 0.42 1.02
N 2.97 0.52 1.27
H 2.59 0.10 2.39
S 5.74 0.92 -1.09
C 6.78 0.04 0.00
C 6.49 -1.24 0.06
O 6.56 -1.86 1.28
C 5.70 -2.01 -1.16
H 4.59 -1.57 -0.99
H 5.74 -2.97 -0.88
H 6.19 -1.68 -1.81
H 7.78 0.27 -0.84
H 7.00 0.61 0.87
H 0.67 1.72 1.69
H 0.77 2.77 0.03
H 0.15 0.35 -0.82
H -1.70 1.12 1.35
H -1.66 1.99 -0.38
H -2.25 -1.09 0.13
H -2.12 -0.30 -1.33
H -4.13 0.30 0.83
H -4.09 1.07 -0.75
H -4.44 -0.92 -1.70
H -4.61 -1.78 -0.29
H -6.40 0.44 -1.00
H -6.83 -1.25 -1.23
H -6.50 0.60 1.31
H -7.83 -0.25 0.79
```

natural (NBO) atomic charge list, values in e, 2 entries: -0.61 0.20